No. 1
Density functional theory data (ωB97M-V with the def2-TZVPD basis set) for a 11-piece molecular cluster, C20H62N4O20 overall at a distorted geometry.

Output
F_max = 4.37 eV/Å
relative energy (zero: lowest compared OMol25 entry of this formula, charge and spin) = 4.5 kcal/mol
structure (SMILES) = NC(N)=O.NC(N)=O.OCCO.OCCO.OCCO.OCCO.OCCO.OCCO.OCCO.OCCO.OCCO
highest occupied orbital energy = -9.831 eV
total charge = 0
2S+1 = 1

Structure (XYZ):
```
106
C20H62N4O20, DFT ωB97M-V with the def2-TZVPD basis set
C -5.0400 -2.6910 -0.7704
O 2.3289 3.5592 3.0752
O -0.2837 -1.0304 5.3545
H -0.7123 3.0992 4.3057
O 0.1372 -2.5600 -1.2446
H 0.4857 4.5011 2.8040
O -1.4359 -0.3564 0.6391
H -0.7887 1.2705 1.7505
H 0.6486 -3.3133 1.3947
H -5.4199 0.0424 1.5265
H -2.5140 0.8230 -2.0754
H 0.4623 0.2704 -0.9131
H -3.2763 -3.3149 1.7401
H -4.5813 -0.9552 -1.8295
N -5.2655 1.6679 -0.3665
H -1.0343 -0.8016 3.5009
C 0.9228 3.5151 3.0630
O -4.1199 -3.3745 1.3102
H -3.8034 0.2894 2.1447
H 1.7937 -2.4653 -1.5441
O 2.3242 0.7204 -2.4869
C -4.0158 -2.3772 0.2909
O 2.6430 -0.2663 1.0857
C 2.4260 4.5245 -2.6888
H 4.9633 1.4071 -3.2062
H -0.5765 -1.4515 6.1401
H 1.5108 4.2467 -1.1046
O 0.0158 4.5481 -2.7227
O 0.8818 3.8505 5.4204
H -3.0010 -2.2944 -0.1514
O 4.2703 1.2569 -0.4170
H -2.4336 -1.9749 -2.5695
H 0.6128 2.7956 2.3254
N 2.7400 -2.7458 -1.7184
H 1.1863 3.1412 -3.6713
H -3.3623 -1.3704 3.9331
O 2.3676 3.9753 -1.4148
H 1.7890 3.6270 5.5918
H -2.8368 -0.0068 4.8466
H 2.4789 -1.0277 0.4816
C -2.0445 -1.4830 -3.4417
H -4.1803 -1.3997 0.7329
H 3.3204 -2.3166 -2.4854
H -2.0922 0.1559 0.2290
C 0.4013 3.0145 4.3617
H -1.0001 -1.1830 -3.1690
C 3.4634 -3.1755 -0.6450
C 1.1722 4.2276 -3.4405
O 2.9432 -3.5159 0.3678
H -4.7745 -3.6454 -1.3218
H 2.9834 0.7866 -1.7090
C -0.2447 -3.7529 0.9751
C 3.0362 0.4816 -3.7038
H -5.9657 1.0428 -0.5600
H 5.5049 -3.5913 -0.1829
H 2.8065 1.3192 -4.4223
H -1.1779 -2.5074 4.1621
H -1.1578 -4.1596 -0.8683
H -0.5566 -1.8686 -1.1724
C -0.1791 -3.8133 -0.5265
O -5.2665 -1.5411 -1.5429
H 3.3132 4.0361 -3.1439
C -2.9533 -0.2677 -3.6513
C -1.2949 -1.4129 4.3704
C 4.6128 0.3669 -3.4972
H 4.5107 -0.9794 0.8940
N -4.6208 0.6614 1.6458
H -5.9320 -2.8966 -0.2252
H -0.3189 3.7501 -2.3210
N 4.8376 -3.1681 -0.8319
H -3.9290 -0.6104 -4.0463
H -2.4416 0.5192 -4.3139
H 0.4776 0.0531 1.3963
O -1.3755 -3.0496 1.5107
H 1.1281 4.7535 -4.4102
H 2.7803 -0.4671 -4.1776
C -2.7061 -1.0676 4.7573
H 2.7193 5.5587 -2.5740
H -4.8846 2.0191 -1.2217
H -1.3657 2.4685 -0.4215
O -3.2857 0.4419 -2.4471
O -2.0478 -2.3707 -4.5286
H 4.0412 -0.3540 2.5286
O -3.1682 1.8320 0.3234
O -2.9556 -1.7465 5.9595
O -0.7721 2.0172 -1.0224
H 4.3498 2.1996 -0.6749
H 4.6322 -0.3376 -1.7213
H 5.6613 1.1672 1.1915
H -0.2689 -4.7761 1.3617
C 0.1567 1.1461 -0.3347
C -0.3402 0.5800 1.0378
H -1.1394 -2.7299 -4.6290
H 0.5510 -4.5035 -0.8295
C -4.2837 1.3135 0.4790
C 4.0012 -0.1829 1.4592
H 2.5096 4.4880 2.9587
H 0.5479 1.9423 4.5324
H 5.2250 -2.7465 -1.6351
H 5.0648 0.1253 -4.4749
H -3.8372 -1.5687 6.2316
H 4.0253 1.9041 1.5984
O 4.9554 -0.6509 -2.5810
H -1.3128 -2.1273 1.1995
H 1.0878 1.6710 -0.2169
C 4.5654 1.1705 1.0289
```

=====

No. 2
Density functional theory data (ωB97M-V with the def2-TZVPD basis set) for a 11-piece molecular cluster, C20H62O11 overall at a distorted geometry.

Output
F_max = 3.55 eV/Å
relative energy (zero: lowest compared OMol25 entry of this formula, charge and spin) = 0.7 kcal/mol
structure (SMILES) = CCO.CCO.CCO.CCO.CCO.CCO.CCO.CCO.CCO.CCO.O
highest occupied orbital energy = -9.302 eV
total charge = 0
2S+1 = 1

Structure (XYZ):
```
93
C20H62O11, DFT ωB97M-V with the def2-TZVPD basis set
H -19.9521 10.7595 -6.3270
H -18.1793 8.6921 1.4430
H -16.0008 15.0142 -6.0415
H -11.9203 12.4999 2.9382
H -13.6362 8.8383 -7.4129
C -19.2752 10.4478 -5.5383
H -16.3331 11.5364 -2.0394
C -12.6560 15.3410 -1.4128
C -15.4395 12.9645 -6.5283
H -12.0376 5.9049 -1.9537
H -10.6451 6.1215 -0.0861
H -13.2937 10.4019 2.6623
H -17.3469 7.6411 -2.5667
H -16.0678 14.6679 -7.7706
H -19.2715 9.5704 -3.6567
H -12.9756 7.7160 -2.8858
H -16.2897 5.3430 -2.6598
C -12.3248 12.2489 1.9170
H -20.7549 10.4510 -4.0330
H -19.5929 14.9797 0.6643
O -16.4815 7.5084 -6.1768
H -14.9280 5.9015 -1.6956
H -20.8153 14.0568 -2.8573
H -16.3629 7.6474 -5.2322
H -9.6995 6.8612 -1.4107
H -18.6478 10.2815 1.1322
C -15.9595 5.9856 -1.8964
H -20.1477 16.2267 -0.2993
C -11.9395 6.8743 -1.4605
O -20.4853 13.9834 -3.7561
O -14.6467 13.8749 -1.0123
H -14.4966 9.4251 -5.9322
H -14.2198 12.5161 1.7403
H -16.8201 10.1331 3.0082
H -13.4744 10.5152 -3.0141
C -16.2624 14.2469 -6.7651
H -16.6147 12.0635 2.0353
H -14.4137 13.1827 -6.6063
H -16.7979 11.7071 -7.2288
C -16.2905 7.4282 -2.2786
H -20.2007 13.4390 -0.7680
C -14.6642 8.9104 -6.9251
O -15.8707 11.9881 -7.4321
H -14.5257 9.6775 -1.8730
C -19.6434 15.2832 -0.4018
H -16.0314 8.0215 -1.4421
H -13.3445 13.7438 -2.5812
H -11.6917 10.1139 1.9482
H -18.3201 16.0480 -1.9503
O -15.9730 10.4537 -3.9119
H -11.6176 15.2833 -1.6451
C -12.6052 10.7101 1.8647
C -10.5785 6.9096 -0.7861
H -18.9106 12.2621 -4.6953
O -12.1887 7.9220 -2.3800
H -15.2815 9.5262 -7.6244
H -15.6394 9.4777 1.7661
H -15.2585 6.9467 -7.6793
H -17.4218 9.5880 0.0664
H -12.9413 15.6758 -0.4254
C -20.0050 9.8000 -4.4082
H -14.5982 13.9035 -0.0357
C -15.5585 11.3411 -2.7968
O -15.4550 7.7640 -3.3970
H -16.5047 5.6858 -1.0019
C -17.7662 9.6480 1.1054
H -16.8158 10.7663 -4.3112
H -11.5625 12.4739 1.1541
H -21.3095 13.9239 -4.2806
C -15.1656 7.4547 -6.7753
H -15.5783 12.6369 -5.4771
C -13.2889 13.9573 -1.5212
H -14.5011 6.8412 -6.0904
H -17.9049 14.4383 -1.4034
O -20.5901 14.2971 -1.0144
H -13.1463 10.6272 0.9035
H -17.2992 13.9473 -6.5230
H -18.5225 9.7694 -5.9774
C -16.5377 10.1042 1.9250
H -13.8721 11.2592 -1.3755
O -13.4412 13.0481 1.5708
O -18.4253 11.5440 -5.1400
C -18.3206 15.4047 -1.0825
H -13.0014 16.0967 -2.1606
H -20.5363 8.9113 -4.7701
C -14.2551 10.6921 -2.2234
H -10.5256 7.8879 -0.3244
H -12.7296 13.2262 -1.0178
O -16.0960 11.4477 1.5089
H -15.3205 12.3021 -3.2698
H -15.5980 8.7377 -3.5993
H -12.6625 6.8641 -0.5983
H -17.5628 15.7977 -0.4581
```

=====

No. 3
Density functional theory data (ωB97M-V with the def2-TZVPD basis set) for a 11-piece molecular cluster, C20H65N17O11 overall at a distorted geometry.

Output
F_max = 7.32 eV/Å
relative energy (zero: lowest compared OMol25 entry of this formula, charge and spin) = 118.5 kcal/mol
structure (SMILES) = COC[C@H](C)N.COC[C@H](C)N.COC[C@H](C)N.NC(N)=O.NC(N)=O.NC(N)=O.NC(N)=O.NC(N)=O.NC(N)=O.NC(N)=O.CO
highest occupied orbital energy = -8.508 eV
total charge = 0
2S+1 = 1

Structure (XYZ):
```
113
C20H65N17O11, DFT ωB97M-V with the def2-TZVPD basis set
H 7.9682 22.7254 -15.1319
H 10.9610 20.8140 -17.6011
N 14.4411 26.8530 -23.7582
C 12.7138 22.7072 -20.5245
H 12.4748 19.8252 -15.7777
H 11.6347 23.2445 -24.3251
C 13.5905 24.6633 -15.7927
H 15.9252 19.2810 -25.2538
H 11.9163 25.0436 -19.5657
H 12.8218 24.7109 -26.7433
H 11.3252 25.9832 -26.4922
H 15.3075 24.5994 -14.6845
H 9.8381 28.1346 -18.2410
N 12.8031 22.2742 -21.7439
H 9.3443 19.3190 -27.1830
H 15.5972 24.3094 -16.3049
H 16.7075 19.2788 -23.6807
O 11.4359 19.9869 -17.7107
H 13.6350 22.5097 -22.2660
N 14.8974 24.3727 -15.5793
H 10.5366 23.9191 -17.1849
N 16.4412 20.1753 -23.2994
H 9.0368 20.9246 -26.5618
N 13.4226 25.6916 -22.3144
N 12.2762 17.1028 -21.2178
H 8.4402 19.3136 -22.8487
H 11.2992 28.3405 -19.2391
H 8.6458 24.2416 -15.8172
C 11.6502 19.5993 -23.8584
N 11.5568 22.5141 -19.9534
H 13.4688 21.6937 -25.6752
H 9.7888 26.2019 -25.6141
C 9.8046 20.2910 -27.0058
H 13.0319 21.0884 -16.7929
H 12.3885 20.4004 -23.8218
H 13.4908 27.0182 -24.0577
H 9.4465 23.3196 -14.5743
O 15.1312 21.9487 -23.8073
O 9.0118 21.4696 -21.7852
H 9.1932 21.4656 -18.4343
H 9.6166 19.2472 -24.5384
H 5.6985 20.5632 -18.2773
O 12.8005 25.0898 -14.9544
N 10.5797 27.7684 -18.8207
N 13.9542 24.6124 -25.3142
C 12.8926 23.9293 -25.9870
N 11.2074 19.5302 -22.5175
C 12.5765 20.0987 -16.8279
N 10.7653 22.9559 -16.9848
C 12.6082 17.5871 -20.0447
H 14.3178 22.5856 -26.9265
O 15.3657 26.5597 -21.7069
H 5.9955 21.0066 -22.2940
H 10.7578 23.6069 -25.8264
C 11.5565 23.9379 -25.1625
H 6.4662 22.4940 -21.5896
H 10.8697 21.9656 -20.4506
H 13.3531 18.4859 -23.5665
H 11.9589 26.6900 -20.2439
H 13.3121 25.0542 -21.5387
H 12.6413 22.0900 -27.0614
H 12.7746 18.4939 -25.2212
C 10.8752 26.2090 -25.5254
C 10.4266 19.9495 -24.7355
O 11.3100 25.2179 -24.6121
O 13.5402 23.4067 -19.9652
H 10.5350 20.2737 -22.3946
O 10.8459 20.0710 -26.0915
O 12.8728 16.8840 -19.1099
H 14.1151 23.9108 -17.4404
H 10.6712 18.6744 -22.5108
O 7.4687 21.4242 -17.3768
C 15.5918 20.8466 -24.0339
H 12.7335 19.3586 -19.1992
N 6.7442 21.5962 -21.9593
O 10.0630 25.8152 -17.9852
N 12.7013 18.8967 -20.0968
H 11.9296 17.4274 -24.0253
H 14.5176 24.2117 -24.5778
C 6.6909 20.9648 -18.4823
N 15.3706 20.0984 -25.0431
H 6.4550 21.8478 -19.0762
N 13.3366 24.3572 -16.9768
H 12.1970 16.1048 -21.3513
H 10.0065 21.5024 -16.2065
C 8.6333 22.1111 -17.7576
H 11.2941 22.7748 -19.0137
C 13.3766 22.5194 -26.3808
H 11.2343 27.2046 -25.2651
C 8.8673 23.2248 -15.4928
H 7.2794 20.3178 -19.1328
C 10.7251 26.4779 -18.7638
H 8.3387 22.9942 -18.3246
H 14.7249 20.4021 -25.7579
C 14.4874 26.4198 -22.5014
H 15.2001 27.5114 -23.8614
C 7.9028 21.0527 -22.1001
H 12.2057 21.5697 -22.1525
H 10.2259 20.4782 -27.9935
C 9.5282 22.4172 -16.5565
N 11.6037 26.0036 -19.5937
H 11.4189 23.0386 -16.2192
H 16.8916 20.4957 -22.4541
H 13.6323 25.4819 -24.9137
H 13.2953 19.3482 -17.1568
H 6.7089 19.6768 -22.9557
N 7.6341 19.8684 -22.5987
H 12.2709 17.7648 -21.9805
H 12.6161 19.3868 -20.9757
H 12.4296 24.4336 -17.4144
H 12.8332 25.4265 -23.0906
C 12.4636 18.3642 -24.1846
H 10.0477 20.9294 -24.4451
```

=====

No. 4
Density functional theory data (ωB97M-V with the def2-TZVPD basis set) for C20H66F3O18Y as an isolated structure at a distorted geometry.

Output
F_max = 7.20 eV/Å
highest occupied orbital energy = -8.785 eV
total charge = 0
2S+1 = 1

Structure (XYZ):
```
108
C20H66F3O18Y, DFT ωB97M-V with the def2-TZVPD basis set
O -36.7250 28.1160 7.7369
O -33.6262 28.1583 9.5499
H -38.2346 25.4410 10.7355
H -34.8554 23.4894 6.1656
H -39.7994 26.6667 12.7198
H -36.4885 28.2436 13.3599
H -35.8406 21.4941 5.9704
H -33.8611 22.4291 13.1466
H -42.2058 23.2920 8.5370
H -39.9966 26.7761 7.8962
H -40.3264 29.3143 11.7503
H -29.0031 29.8107 9.9978
O -37.2629 25.0544 6.2014
C -40.2195 27.8410 7.8305
H -39.4060 23.7548 8.7609
H -34.7479 22.7576 7.8426
H -36.8092 27.9614 5.7630
O -29.1737 23.7796 13.0853
H -29.8239 29.0584 11.8387
H -37.0835 20.5651 6.7650
C -35.3134 29.6810 6.2672
C -31.4055 27.9189 6.7133
C -33.9592 26.8806 10.1156
H -33.0663 23.5366 6.0715
H -32.9060 28.6778 14.0549
O -29.9281 30.0601 10.0599
H -32.2301 28.3942 8.4119
H -35.6156 26.1690 12.8660
H -31.3134 26.9195 7.1385
H -30.5225 28.1698 6.1255
H -42.4347 25.7182 12.0522
H -37.1593 25.8265 6.7623
O -34.5880 30.1499 7.3838
C -36.8347 21.5657 6.4116
H -31.2988 26.0071 13.8669
C -36.0679 28.2654 6.5020
H -37.1991 23.3054 7.3163
O -31.5516 28.7377 7.8261
F -31.9055 26.0717 10.9114
H -31.7139 26.4250 15.4978
H -39.7365 30.3518 12.9818
O -33.5544 29.4072 15.9530
Y -35.7067 29.3865 9.4231
H -30.1441 26.9508 14.9586
H -38.1400 26.9273 9.8771
H -30.4082 28.2409 10.3490
O -32.6192 22.8944 14.8626
H -39.2102 24.1325 6.4213
F -33.5609 24.9079 11.4867
C -40.4231 23.7272 9.1519
C -32.6586 29.4186 14.8153
H -34.6552 23.0006 14.6565
H -38.7886 24.7980 4.8400
H -32.1835 27.8879 5.9506
O -35.9255 27.7899 13.9914
H -35.9386 24.9423 10.7161
C -37.5808 26.2970 10.5686
H -38.4802 28.3872 7.1366
C -36.1535 25.8464 10.1465
H -28.9473 23.9393 11.0068
C -30.5132 29.1117 10.9960
O -38.8464 28.4086 12.9575
C -41.7953 26.5404 12.3735
H -41.2688 27.9418 7.5532
H -36.2135 25.4858 9.1196
H -35.4305 25.7982 14.5931
O -40.5044 26.0372 12.5515
H -37.5393 21.9941 5.6988
H -32.8868 23.1195 15.7566
H -38.2052 28.8436 12.3907
H -35.2998 27.5099 6.3365
C -33.9430 23.8610 6.6321
H -29.2493 25.4468 11.8068
C -39.9200 29.3002 12.7617
H -40.8218 24.5974 9.6734
H -39.9992 28.3053 8.7918
H -34.7158 29.5503 5.3650
O -39.4134 28.5071 6.9456
H -32.4919 30.3864 14.3423
H -41.9919 27.2188 13.2037
H -33.9777 24.9331 6.8253
C -33.7687 23.0667 14.0257
O -30.2073 24.9800 15.3791
H -41.8285 27.1213 11.4517
H -30.8533 24.2941 15.5628
H -29.6241 24.2361 13.7997
H -33.8442 26.1424 9.3219
H -37.6146 26.8277 11.5201
O -41.3270 23.3398 8.1535
H -37.0524 26.2117 13.9301
C -38.7168 24.9622 5.9152
H -34.3533 29.0222 15.5854
H -39.0604 25.9657 6.1664
O -33.9286 23.2579 7.8329
H -40.3979 22.8878 9.8467
C -29.4630 24.3793 11.8603
F -33.1734 26.7908 12.5281
H -30.5304 24.2810 11.6622
O -35.3860 26.9978 10.2941
C -30.8741 26.1472 14.8609
H -31.5485 29.2924 11.2852
O -36.7474 22.4851 7.5276
C -35.9802 26.3976 13.8674
H -31.6357 29.1440 15.0729
C -33.1425 26.1531 11.3122
H -40.7090 28.9765 13.4405
H -33.7697 24.0870 13.6420
H -35.9617 30.4622 5.8701
```